[1]
{"formula": "C27H36OSY", "method": "wB97M-V/def2-TZVPD", "elements": ["H", "H", "H", "O", "H", "C", "C", "H", "C", "H", "C", "H", "H", "H", "H", "C", "H", "C", "C", "H", "C", "H", "C", "H", "H", "H", "C", "H", "C", "H", "C", "S", "C", "H", "C", "C", "C", "H", "H", "C", "H", "H", "H", "H", "H", "Y", "C", "H", "H", "H", "C", "C", "C", "H", "H", "C", "H", "C", "H", "C", "H", "C", "C", "C", "H", "H"], "xyz": [[4.65955, -2.21269, -0.33010], [4.71307, -2.53092, 2.71534], [-1.77765, 2.48927, 1.84613], [-8.06035, 0.61233, -1.68522], [1.23110, 4.28657, 0.51844], [0.34273, 2.50674, 1.41319], [4.30820, 0.54399, -1.25580], [4.60265, -0.32533, -3.23338], [-5.63887, -2.62281, -1.52038], [-10.77240, -1.10440, -1.37169], [-6.46589, -1.71587, -0.86300], [1.82167, -2.06109, 2.91800], [2.41896, -3.51100, 2.14259], [-10.67357, 0.58384, -1.95850], [2.40128, 2.60677, -0.69193], [-1.09711, -0.99128, -0.86162], [5.70647, -0.76556, -0.18127], [3.28506, -1.71225, 1.30632], [-5.92241, -0.67051, -0.12373], [1.22858, -2.50559, 1.30702], [-1.03883, 1.82780, 1.38938], [4.61960, 2.70762, -1.21619], [5.66699, 0.22660, -0.62211], [3.99957, -3.59231, 0.52263], [3.57243, 2.16471, -2.54305], [1.30125, -0.05669, 2.47595], [1.41003, 1.53531, 0.95216], [-6.56712, 0.01094, 0.40877], [3.95370, -0.46607, -2.36876], [-1.36054, 1.63062, 0.36378], [2.30026, 1.68921, -0.13664], [-8.21755, -1.94993, -0.98862], [-10.22316, -0.40560, -2.00084], [5.26440, -1.04267, 1.92536], [3.76403, -2.59705, 0.14710], [-3.71586, -1.38245, -0.77814], [4.44863, 1.91287, -1.94215], [4.04357, -0.96711, 3.19706], [2.97499, -2.71310, -0.61088], [-8.77908, -0.34021, -1.60515], [6.45505, 0.29153, -1.37347], [0.05740, 3.45925, -0.52882], [5.88228, 0.95368, 0.16179], [1.64474, 3.39512, 2.91421], [-3.61526, -3.14538, -2.00101], [0.98653, -0.39204, -0.79729], [-2.30645, -1.17334, -0.80705], [2.92220, -0.29493, -2.73317], [-0.49705, 4.40656, 0.85045], [4.05545, -1.50211, -2.05137], [2.80244, -0.32973, 0.84622], [0.28876, 3.73603, 0.50267], [3.19285, 0.57576, -0.20629], [-6.07829, -3.44336, -2.07166], [5.30792, 1.88705, -2.61193], [4.39865, -1.55227, 2.34804], [-4.11457, 0.31241, 0.47695], [-4.26783, -2.45924, -1.47862], [0.60710, 2.10286, 3.53856], [1.72691, 0.30096, 1.55214], [-0.08274, 3.68808, 3.17161], [-4.55037, -0.50192, -0.08654], [2.11411, -2.48130, 1.95799], [0.65133, 2.94858, 2.85090], [-1.03791, 0.88963, 1.94619], [-10.27165, -0.76454, -3.03053]], "forces_ev_per_angstrom": [[-0.12, -0.11, -0.03], [0.03, 0.00, 0.00], [-0.01, -0.01, -0.02], [-0.13, 0.03, -0.09], [-0.01, 0.02, -0.03], [-0.21, 0.04, 0.01], [-0.06, -0.18, -0.18], [-0.09, 0.00, -0.08], [0.00, 0.06, 0.03], [-0.01, 0.00, -0.01], [-0.18, 0.02, -0.05], [-0.08, 0.06, -0.03], [-0.04, -0.02, -0.03], [0.06, 0.00, 0.04], [-0.13, -0.11, -0.25], [-1.35, -0.45, 0.06], [0.08, 0.12, 0.01], [0.01, -0.13, -0.06], [0.09, -0.04, -0.01], [-0.05, -0.08, 0.07], [0.12, 0.16, 0.06], [-0.01, 0.01, 0.00], [-0.07, -0.02, -0.02], [-0.06, -0.04, -0.03], [-0.01, 0.04, 0.01], [-0.22, -0.17, -0.13], [-0.09, -0.21, -0.12], [-0.04, 0.03, 0.00], [0.17, -0.01, 0.23], [-0.02, -0.08, 0.01], [0.22, -0.11, 0.31], [0.01, -0.03, 0.05], [-0.12, 0.09, -0.10], [0.00, -0.03, 0.05], [0.02, 0.12, 0.24], [-0.11, -0.08, -0.08], [-0.05, -0.05, 0.10], [0.00, 0.01, 0.00], [0.05, -0.12, -0.05], [0.30, -0.17, 0.18], [0.01, -0.01, -0.01], [0.01, 0.03, -0.02], [0.04, 0.00, 0.00], [0.00, 0.01, 0.04], [-0.01, -0.01, 0.00], [0.75, 0.35, -0.27], [0.03, -0.03, 0.02], [0.01, 0.01, -0.15], [0.00, 0.03, -0.03], [-0.10, 0.10, -0.12], [0.38, 0.30, 0.27], [0.07, -0.08, 0.12], [0.52, 0.46, 0.68], [0.02, 0.02, -0.04], [-0.02, -0.03, -0.02], [0.00, 0.00, -0.08], [-0.02, 0.02, -0.02], [0.02, 0.04, 0.03], [0.02, 0.02, 0.03], [0.10, 0.14, -0.33], [0.01, 0.00, 0.04], [0.00, 0.00, 0.00], [0.21, 0.13, -0.04], [0.09, -0.05, -0.12], [-0.02, -0.02, -0.02], [-0.01, -0.02, 0.00]], "homo_lumo_gap_ev": 6.8, "total_energy_ha": -1561.9223, "charge": 1, "multiplicity": 1}

[2]
{"formula": "C27H36PSbSe3Tc", "method": "wB97M-V/def2-TZVPD", "elements": ["C", "H", "C", "H", "C", "H", "H", "C", "C", "H", "C", "C", "Tc", "C", "H", "C", "H", "H", "Sb", "P", "H", "H", "H", "C", "C", "C", "C", "C", "Se", "C", "C", "C", "H", "H", "H", "C", "Se", "H", "H", "H", "Se", "C", "H", "H", "H", "H", "C", "H", "C", "C", "H", "H", "C", "H", "C", "C", "H", "H", "C", "H", "H", "H", "H", "H", "C", "H", "H", "H", "H"], "xyz": [[12.91809, 9.43364, 10.69432], [12.15348, 14.56715, 6.24746], [9.73602, 15.89248, 10.86589], [13.79946, 17.36118, 10.79369], [9.23479, 11.84246, 14.73940], [15.90700, 15.90262, 6.38363], [7.12673, 15.36081, 13.74110], [14.85992, 9.35045, 12.74649], [12.99793, 15.11098, 5.89538], [13.90468, 11.88440, 9.28322], [15.36172, 16.19065, 9.88642], [14.98934, 13.12864, 7.90639], [11.61911, 14.34800, 9.93291], [10.72576, 11.31546, 12.97032], [13.73664, 14.47333, 5.33218], [10.19377, 12.25952, 13.83114], [16.54814, 14.26832, 6.97120], [14.77277, 16.72569, 5.28580], [14.02140, 14.86371, 8.66582], [11.82353, 11.76729, 11.63622], [8.19014, 10.31652, 15.82198], [10.92460, 16.75037, 12.40192], [8.44862, 14.62123, 9.69616], [16.47104, 13.41476, 7.57036], [7.61451, 14.98148, 11.61134], [14.69133, 8.24050, 11.84808], [13.99720, 10.46768, 12.62463], [13.05798, 10.49513, 11.57428], [10.91854, 16.57668, 9.45494], [14.63095, 17.53843, 10.13819], [8.97502, 16.21403, 13.15114], [13.67834, 8.29957, 10.85982], [10.78464, 9.29581, 12.45414], [15.66782, 9.34955, 13.51902], [14.85227, 11.00352, 8.08973], [15.80880, 15.47292, 11.14485], [10.86962, 12.02457, 9.60712], [13.10496, 16.66819, 7.26927], [9.08146, 8.52017, 13.90476], [15.33170, 17.44511, 6.92479], [12.83066, 13.74080, 11.92551], [14.85529, 11.88492, 8.76213], [6.65818, 14.50371, 11.42487], [14.44191, 13.03633, 6.96408], [13.46126, 7.45404, 10.16371], [16.66130, 16.01920, 11.55997], [8.60203, 15.10925, 10.67393], [16.81286, 12.54166, 6.98461], [7.77053, 15.55788, 12.85822], [10.29607, 9.99362, 13.06309], [16.26245, 16.27907, 9.24232], [9.19226, 16.65003, 14.12203], [8.81560, 10.53008, 14.90368], [14.18164, 11.30533, 13.31707], [13.75846, 15.89697, 6.93318], [15.05244, 16.54752, 6.36365], [15.12416, 15.70413, 11.93259], [15.63185, 11.65684, 9.49446], [9.95670, 16.40053, 12.17271], [14.24450, 17.96462, 9.22645], [15.26379, 18.31438, 10.43338], [12.55395, 15.74203, 5.19482], [15.34162, 7.29442, 11.96518], [10.50363, 13.25619, 13.66596], [9.37339, 9.59795, 14.00914], [8.75042, 12.54218, 15.45353], [16.93760, 13.41462, 8.51828], [16.03793, 14.42924, 10.91089], [12.20446, 9.47784, 9.93511]], "forces_ev_per_angstrom": [[0.73, 0.12, 1.23], [-0.44, -0.96, 0.64], [0.54, 0.28, 0.95], [-0.29, 0.22, 0.58], [-0.80, 1.12, 1.67], [0.35, -0.42, -0.16], [-0.08, 0.34, -1.14], [-0.28, -0.41, -0.79], [1.93, -1.29, -0.39], [-0.19, -0.22, 0.12], [-0.14, 0.06, -0.68], [0.72, -0.13, -0.05], [0.05, 0.90, -0.07], [-0.40, 0.20, 0.06], [-1.03, 0.22, 0.49], [-0.56, -0.79, -0.59], [0.69, 1.25, -0.54], [0.76, 0.40, 1.08], [0.50, 0.03, 1.85], [0.18, -0.05, -0.32], [0.53, -0.14, -1.66], [0.72, 0.98, 0.37], [-0.01, 0.48, 0.43], [-1.79, -2.10, -0.12], [-1.08, 0.01, 1.14], [0.25, -0.24, 0.69], [1.20, -0.81, -0.09], [0.43, 0.12, 0.83], [-0.19, -0.85, 0.21], [-0.15, -1.89, -1.48], [0.81, 0.56, -0.53], [0.93, -1.18, -0.13], [0.24, -1.21, -0.86], [-0.92, -0.08, -0.79], [-0.06, 0.33, 0.31], [0.48, 1.01, -0.37], [0.19, -0.09, 0.69], [-0.50, 1.05, 0.12], [0.16, 1.15, 0.79], [-0.20, 0.04, -0.43], [-0.19, -0.41, 0.24], [-0.57, -1.03, -0.63], [0.37, -0.34, -0.35], [-0.17, -0.26, 0.17], [0.54, 0.67, 0.80], [0.54, -0.39, -0.41], [-0.16, -0.31, -2.55], [0.11, 0.40, 0.29], [1.02, -0.12, 1.50], [0.14, 0.88, 0.54], [-0.72, 0.17, -0.02], [-0.27, -0.30, 0.04], [0.57, -0.38, 0.26], [-0.47, -0.37, -0.42], [0.25, 0.95, -0.85], [-1.43, 0.07, -0.65], [-1.03, -0.87, 0.57], [0.19, 0.63, -0.03], [-1.28, -1.24, -0.36], [-0.46, -0.13, -0.63], [1.26, 0.93, 1.24], [-0.40, 1.42, -1.37], [-1.17, 1.78, -0.25], [-0.02, 1.16, 0.43], [-0.83, -1.39, -0.18], [0.71, -0.14, -0.71], [1.26, 0.47, 0.68], [-0.01, 0.12, 0.77], [-1.08, 0.01, -1.16]], "s2": 3.8220, "homo_lumo_gap_ev": [6.6, 7.2], "total_energy_ha": -8916.5282, "charge": 2, "multiplicity": 4}

[3]
{"formula": "C27H37FO6", "method": "wB97M-V/def2-TZVPD", "elements": ["O", "H", "H", "H", "H", "H", "C", "C", "H", "C", "C", "C", "H", "C", "H", "C", "C", "H", "H", "H", "H", "C", "H", "H", "O", "O", "H", "H", "H", "H", "C", "H", "H", "C", "C", "H", "C", "C", "H", "C", "H", "H", "H", "H", "H", "F", "C", "C", "H", "H", "H", "O", "O", "C", "C", "C", "C", "H", "C", "C", "H", "H", "H", "H", "H", "C", "C", "H", "O", "C", "C"], "xyz": [[-4.22184, 0.97274, -0.03339], [5.53252, 1.86237, 0.80707], [-2.32301, 3.12469, -1.78294], [-0.13244, 0.54074, -3.02879], [4.49121, -0.14646, -2.90946], [4.42246, 1.50086, -2.13073], [4.49971, -0.43139, 1.65838], [4.47353, 1.80466, 0.37560], [4.32226, -0.00574, 2.70840], [5.34840, -1.52439, 1.61950], [4.03457, 0.31291, -1.99850], [1.58679, 0.43697, 1.63710], [-0.64607, 2.84585, 1.32828], [-3.24524, 2.21316, 1.49100], [-2.31081, -3.34954, 1.82971], [4.06193, 0.52606, 0.46334], [-0.25332, 0.85754, 0.25144], [4.05236, 2.44459, -0.25568], [-6.28939, -4.31323, -0.76619], [2.26379, 0.89570, -3.10993], [-3.79273, 1.95511, -1.90871], [0.33640, 0.55035, -0.84090], [-0.08466, 2.13572, -2.39921], [-4.61151, -1.45785, -0.40469], [6.67134, -2.89364, 0.39937], [-2.24160, 1.67065, 2.53837], [-0.13651, 0.66033, 2.24799], [0.09203, -0.91584, 1.36782], [-6.49273, -2.59541, -1.54427], [2.16153, 1.88122, -0.89922], [-3.07588, 1.07601, 0.43220], [0.62836, 2.90064, 0.41957], [-2.96224, 3.07492, 1.32362], [2.60240, 0.03179, -2.19234], [-1.87675, 0.62909, -0.32542], [-4.08148, -3.06995, -1.39747], [-1.81719, 0.75143, -1.71718], [-2.74745, 2.03944, -2.13611], [-1.98176, -3.33045, -0.01350], [-6.06495, -3.14835, -0.67437], [-2.62515, 2.22433, -3.37935], [3.96428, 2.34747, 1.57225], [-4.19265, 2.12555, 1.81576], [-4.07487, -4.37415, 0.63549], [-4.54912, -2.96080, 1.59125], [2.14165, -1.18062, 0.42753], [1.89660, 0.95452, -1.19078], [2.55025, 0.05015, 0.48080], [-2.38339, 0.10975, -2.07943], [2.48383, -0.85366, -1.98856], [2.07857, -0.33248, 2.46823], [-2.89521, -0.85390, 2.04208], [1.95740, 1.63803, 2.06539], [0.32705, 0.20311, 1.42047], [-0.25108, 2.61131, 0.30092], [5.85455, -2.00209, 0.26831], [5.44606, -1.19553, -0.87496], [5.76530, -1.75319, 2.76725], [-0.38598, 1.19123, -2.13331], [-2.54335, -3.05183, 0.66254], [1.24718, 2.10844, 2.62243], [-2.42976, 1.03037, 2.96598], [5.79638, -1.77412, -1.81935], [0.34641, -0.66071, -1.12832], [-0.80165, 3.10037, -0.41225], [-4.52648, -2.67988, -0.58783], [4.63301, -0.30421, -0.76376], [-6.67029, -2.77939, 0.49573], [-1.95607, -0.82294, -0.29606], [-2.50413, -1.46653, 0.96905], [-3.89135, -3.16193, 0.65275]], "forces_ev_per_angstrom": [[1.42, -2.31, -0.45], [-1.04, 0.40, -1.83], [-1.05, -2.75, -0.37], [0.05, 0.76, 0.94], [0.33, 0.21, 0.74], [-1.51, -3.08, 0.50], [2.67, 1.41, 1.76], [2.49, 4.92, 9.51], [-0.08, -0.50, -1.56], [-1.69, 2.94, 2.02], [3.86, 2.04, -2.90], [12.82, -2.24, 2.46], [-0.27, -0.22, -1.01], [3.94, -11.99, 3.14], [0.59, -0.05, -3.05], [-1.71, -13.20, 0.99], [-7.34, 7.37, 4.96], [-0.86, 2.50, -3.00], [0.84, 2.49, 0.14], [0.81, -4.11, 0.94], [-0.26, -0.04, 0.01], [8.11, -3.44, -14.84], [-0.20, 2.63, -0.05], [0.48, -2.94, -1.52], [0.10, -0.41, -2.11], [3.59, 15.51, -8.78], [-1.40, -0.16, 1.51], [0.16, 1.55, 0.26], [-0.19, -0.57, 0.92], [0.94, 3.29, -0.12], [-4.49, 5.26, -0.76], [8.00, 2.54, 0.05], [2.96, 8.36, -2.14], [-0.38, 16.11, -2.35], [2.90, -3.82, 6.00], [2.03, -0.53, -3.22], [2.07, 13.15, -1.27], [2.49, 2.78, -3.30], [5.41, -2.79, -6.65], [-0.85, 0.19, 2.73], [-0.44, -0.84, 3.29], [1.30, -1.36, -3.45], [-3.14, -0.16, 1.20], [0.11, 2.20, -0.07], [1.72, 0.39, -1.48], [1.56, -4.44, -2.00], [-2.45, -8.04, 6.01], [-2.40, 7.01, -2.19], [-3.70, -6.64, -4.15], [-2.56, -9.51, 0.71], [-1.69, 1.12, -1.43], [2.04, -3.11, -6.10], [-1.13, 5.31, 2.32], [-9.89, -3.26, -0.42], [-6.10, -5.64, 3.78], [1.28, 0.22, 4.76], [6.55, -9.77, -1.63], [-0.99, -0.38, -3.74], [-0.57, -7.17, 0.59], [0.11, 7.10, 13.39], [1.46, -1.23, -1.17], [-4.85, -13.07, 8.07], [-0.77, 1.67, 1.10], [-0.18, 2.82, 1.08], [-1.18, 0.78, -1.81], [-5.42, 3.57, 3.70], [-7.12, 9.10, -0.77], [1.75, -1.05, -3.88], [-2.14, -2.63, 4.91], [1.35, 2.49, 0.85], [-8.27, -6.74, 0.26]], "homo_lumo_gap_ev": 8.1, "de_lowest_ev": 26.983, "total_energy_ha": -1601.3729, "multiplicity": 1}